Entry from the OMol25 dataset: an isolated molecule of C3H6N2O (ωB97M-V with the def2-TZVPD basis set).

Properties
SMILES string: C/N=C(\N)C=O
Electronic energy, eV: -8235.28528
HOMO level, eV: -9.43
F_max, Eh/bohr: 0.042
Energy above the lowest of the compared OMol25 structures with the same formula, charge and spin, eV: 1.413

Element x y z (Å)
C  -1.96  1.04  0.67
C  0.04  0.03  0.01
C  1.52  -0.04  -0.02
H  -2.37  0.83  -0.38
H  -2.28  0.27  1.41
H  -2.36  1.98  1.05
H  -1.65  -0.93  -0.78
H  -0.06  -1.71  -1.06
H  2.06  0.75  0.51
N  -0.51  1.00  0.66
N  -0.62  -1.00  -0.61
O  2.12  -0.92  -0.63

Entry from the OMol25 dataset: a cluster of 2 separate species, C3H6N2O in total (ωB97M-V with the def2-TZVPD basis set).

Properties
SMILES string: C/C=N/O.C#N
Electronic energy, eV: -8231.22677
HOMO level, eV: -9.45
F_max, Eh/bohr: 0.082
Energy above the lowest of the compared OMol25 structures with the same formula, charge and spin, eV: 5.472

Element x y z (Å)
C  -0.62  0.15  -0.45
C  -1.57  -0.49  0.51
N  0.52  0.73  -0.05
O  0.75  1.98  -0.66
C  1.89  -0.70  0.37
N  3.03  -0.60  0.60
H  1.51  1.81  -1.24
H  -1.04  0.46  -1.41
H  0.99  -1.37  0.13
H  -2.02  -1.37  0.04
H  -2.38  0.21  0.74
H  -1.06  -0.80  1.43

Entry from the OMol25 dataset: an isolated molecule of C3H6N2O (ωB97M-V with the def2-TZVPD basis set).

Properties
SMILES string: C/C=N/NC=O
Electronic energy, eV: -8234.45656
HOMO level, eV: -9.41
F_max, Eh/bohr: 0.057
Energy above the lowest of the compared OMol25 structures with the same formula, charge and spin, eV: 2.242

Element x y z (Å)
C  -2.18  -0.24  0.06
C  -0.84  0.51  -0.14
C  2.52  -0.38  -0.08
H  -3.11  0.34  0.00
H  -2.32  -1.05  -0.73
H  -2.18  -0.89  1.01
H  -0.83  1.60  -0.14
H  1.52  1.42  0.27
H  2.24  -1.49  -0.27
N  0.17  -0.24  0.00
N  1.39  0.37  -0.05
O  3.62  0.05  0.07

Entry from the OMol25 dataset: an isolated molecule of C3H6N2O (ωB97M-V with the def2-TZVPD basis set).

Properties
SMILES string: C=CN(N)C=O
Electronic energy, eV: -8234.38284
HOMO level, eV: -9.17
F_max, Eh/bohr: 0.012
Energy above the lowest of the compared OMol25 structures with the same formula, charge and spin, eV: 2.316

Element x y z (Å)
C  -0.99  -0.58  0.79
C  -1.74  0.34  1.40
C  0.21  0.83  -0.81
H  0.92  -2.07  -0.45
H  1.54  -1.38  0.91
H  -1.21  -1.65  0.86
H  -2.62  0.04  1.96
H  -1.51  1.40  1.38
H  -0.73  1.41  -0.74
N  1.22  -1.19  -0.03
N  0.14  -0.29  0.00
O  1.15  1.14  -1.49

Entry from the OMol25 dataset: an isolated molecule of C3H6N2O (ωB97M-V with the def2-TZVPD basis set).

Properties
SMILES string: [H]/N=C(\C)NC=O
Electronic energy, eV: -8233.79453
HOMO level, eV: -9.39
F_max, Eh/bohr: 0.076
Energy above the lowest of the compared OMol25 structures with the same formula, charge and spin, eV: 2.904

Element x y z (Å)
C  -1.07  0.50  0.85
C  -0.23  0.18  -0.33
N  -0.54  0.35  -1.57
N  1.18  0.16  -0.01
C  1.25  -1.24  0.04
O  1.83  -1.74  -0.92
H  -2.14  0.52  0.66
H  -0.75  1.50  1.16
H  -0.95  -0.14  1.73
H  -1.11  1.20  -1.65
H  1.68  0.40  -0.88
H  0.95  -1.71  1.00

Entry from the OMol25 dataset: a structure of composition C3H6N2O (ωB97M-V with the def2-TZVPD basis set).

Properties
Electronic energy, eV: -8232.35306
HOMO level (spin up / spin down), eV: -8.35 / -8.35
F_max, Eh/bohr: 0.071
Energy above the lowest of the compared OMol25 structures with the same formula, charge and spin, eV: 4.346

Element x y z (Å)
C  0.00  0.55  -1.37
C  0.19  -0.36  -0.20
N  -1.14  0.67  1.35
C  1.12  -1.42  -0.04
N  -0.57  -0.49  0.93
O  2.23  -1.68  -0.45
H  -0.51  1.47  1.47
H  -1.72  0.53  2.17
H  0.51  -1.63  1.14
H  0.56  1.48  -1.24
H  -1.06  0.80  -1.50
H  0.38  0.07  -2.27

Entry from the OMol25 dataset: an isolated molecule of C3H6N2O (ωB97M-V with the def2-TZVPD basis set).

Properties
SMILES string: NC(=O)[C@H]1CN1
Electronic energy, eV: -8235.48088
HOMO level, eV: -9.71
F_max, Eh/bohr: 0.013
Energy above the lowest of the compared OMol25 structures with the same formula, charge and spin, eV: 1.218

Element x y z (Å)
N  1.77  -0.05  -0.26
C  0.90  0.80  0.34
O  1.15  1.97  0.60
C  -0.48  0.24  0.57
C  -1.28  -0.11  -0.64
N  -0.67  -1.16  0.17
H  2.72  0.26  -0.37
H  1.55  -1.04  -0.27
H  -1.00  0.70  1.41
H  -0.86  0.01  -1.63
H  -2.35  0.03  -0.54
H  -1.43  -1.65  0.63

Entry from the OMol25 dataset: an isolated molecule of C3H6N2O (ωB97M-V with the def2-TZVPD basis set).

Properties
SMILES string: N[C@@]1([O-])[C@H]2C[N@H+]21
Electronic energy, eV: -8232.38143
HOMO level, eV: -9.03
F_max, Eh/bohr: 0.040
Energy above the lowest of the compared OMol25 structures with the same formula, charge and spin, eV: 4.317

Element x y z (Å)
N  -1.40  0.83  -0.80
C  -0.60  0.72  0.32
O  -0.32  1.71  1.04
C  -0.09  -0.60  0.78
C  0.77  -1.26  -0.22
N  1.04  0.13  0.06
H  -1.27  1.74  -1.22
H  -1.32  0.08  -1.47
H  0.08  -0.80  1.84
H  0.37  -1.45  -1.22
H  1.47  -2.02  0.12
H  1.26  0.90  0.76

Entry from the OMol25 dataset: an isolated molecule of C3H6N2O (ωB97M-V with the def2-TZVPD basis set).

Properties
Electronic energy, eV: -8229.60178
HOMO level (spin up / spin down), eV: -8.24 / -8.24
F_max, Eh/bohr: 0.072
Energy above the lowest of the compared OMol25 structures with the same formula, charge and spin, eV: 7.097

Element x y z (Å)
C  -0.23  -1.18  -0.91
C  -1.16  -0.33  -0.63
C  1.21  -0.83  -0.41
N  0.08  1.11  0.21
N  -0.36  1.77  1.30
O  1.10  0.15  0.59
H  -0.22  -2.30  -1.11
H  -2.17  -0.17  -0.84
H  1.90  -1.77  0.06
H  1.72  -0.44  -1.22
H  -1.10  1.26  1.93
H  -0.77  2.72  1.04

Entry from the OMol25 dataset: an isolated molecule of C3H6N2O (ωB97M-V with the def2-TZVPD basis set).

Properties
Electronic energy, eV: -8233.58780
HOMO level, eV: -8.76
F_max, Eh/bohr: 0.010
Energy above the lowest of the compared OMol25 structures with the same formula, charge and spin, eV: 3.111

Element x y z (Å)
N  -0.67  -1.76  0.86
C  -0.90  -0.68  0.17
C  -0.10  1.89  0.12
O  0.59  1.00  -0.76
C  0.32  -0.32  -0.61
N  1.01  -1.23  -1.19
H  -1.41  -2.18  1.40
H  0.21  -2.29  0.78
H  -1.17  1.69  0.12
H  0.11  2.90  -0.25
H  0.28  1.79  1.14
H  1.73  -0.81  -1.78

Entry from the OMol25 dataset: a cluster of 2 separate species, C3H6N2O in total (ωB97M-V with the def2-TZVPD basis set).

Properties
Electronic energy, eV: -8235.34026
HOMO level, eV: -8.77
F_max, Eh/bohr: 0.028
Energy above the lowest of the compared OMol25 structures with the same formula, charge and spin, eV: 1.358

Element x y z (Å)
C  0.22  -1.09  1.56
N  -0.08  -0.29  0.40
C  0.83  0.06  -0.55
N  0.56  0.88  -1.49
C  -2.23  1.53  -1.19
O  -2.40  2.16  -2.11
H  -0.55  -1.86  1.71
H  1.17  -1.61  1.39
H  0.30  -0.50  2.48
H  1.80  -0.46  -0.41
H  1.35  0.98  -2.11
H  -0.97  0.19  0.33

Entry from the OMol25 dataset: an isolated molecule of C3H6N2O (ωB97M-V with the def2-TZVPD basis set).

Properties
SMILES string: CNN1CC1=O
Electronic energy, eV: -8232.26400
HOMO level, eV: -8.76
F_max, Eh/bohr: 0.088
Energy above the lowest of the compared OMol25 structures with the same formula, charge and spin, eV: 4.435

Element x y z (Å)
C  1.96  -0.17  -0.15
C  1.82  1.25  0.18
C  -1.08  -1.06  -0.06
N  0.82  0.42  -0.51
N  -0.55  0.29  -0.25
O  2.57  -1.17  0.00
H  1.63  1.58  1.15
H  2.12  2.02  -0.41
H  -0.99  -1.43  1.08
H  -2.07  -0.99  -0.32
H  -0.40  -1.58  -0.73
H  -1.15  0.77  -0.91

Entry from the OMol25 dataset: an isolated molecule of C3H6N2O (ωB97M-V with the def2-TZVPD basis set).

Properties
SMILES string: CC(=O)/N=C/N
Electronic energy, eV: -8235.73979
HOMO level, eV: -9.39
F_max, Eh/bohr: 0.039
Energy above the lowest of the compared OMol25 structures with the same formula, charge and spin, eV: 0.959

Element x y z (Å)
C  -2.04  0.63  -0.04
C  -0.55  0.87  0.02
O  -0.06  1.99  0.07
N  0.18  -0.31  0.02
C  1.47  -0.26  0.02
N  2.00  -1.48  0.02
H  -2.58  1.57  -0.09
H  -2.29  0.00  -0.90
H  -2.36  0.07  0.86
H  1.13  -2.02  0.01
H  2.10  0.62  0.02
H  3.00  -1.68  -0.01

Entry from the OMol25 dataset: a structure of composition C3H6N2O (ωB97M-V with the def2-TZVPD basis set).

Properties
Electronic energy, eV: -8232.61167
HOMO level, eV: -9.54
F_max, Eh/bohr: 0.012
Energy above the lowest of the compared OMol25 structures with the same formula, charge and spin, eV: 4.087

Element x y z (Å)
O  1.76  -0.35  1.66
N  1.52  0.48  0.57
C  0.63  0.01  -0.19
C  -0.31  0.84  -1.02
N  -1.32  0.30  -0.07
C  -0.50  -0.95  0.07
H  2.22  0.24  2.27
H  -0.45  0.44  -2.04
H  -0.14  1.92  -1.05
H  -2.26  0.22  -0.45
H  -0.66  -1.66  -0.77
H  -0.46  -1.49  1.01

Entry from the OMol25 dataset: an isolated molecule of C3H6N2O (ωB97M-V with the def2-TZVPD basis set).

Properties
SMILES string: C/N=C/NC=O
Electronic energy, eV: -8235.39007
HOMO level, eV: -9.58
F_max, Eh/bohr: 0.010
Energy above the lowest of the compared OMol25 structures with the same formula, charge and spin, eV: 1.309

Element x y z (Å)
C  1.26  0.72  1.67
N  0.97  0.67  0.24
C  0.31  -0.28  -0.24
N  -0.43  -0.09  -1.42
C  -1.61  -0.79  -1.60
O  -2.51  -0.43  -2.32
H  0.59  1.50  2.03
H  1.05  -0.21  2.22
H  2.27  1.04  1.92
H  0.22  -1.29  0.18
H  -0.47  0.89  -1.69
H  -1.67  -1.71  -1.00

Entry from the OMol25 dataset: a cluster of 2 separate species, C3H6N2O in total (ωB97M-V with the def2-TZVPD basis set).

Properties
SMILES string: c1c[nH]cn1.O
Electronic energy, eV: -8235.27408
HOMO level, eV: -8.97
F_max, Eh/bohr: 0.050
Energy above the lowest of the compared OMol25 structures with the same formula, charge and spin, eV: 1.425

Element x y z (Å)
C  -0.23  -1.19  1.14
C  0.25  -0.32  0.24
N  -0.78  0.20  -0.56
C  -1.85  -0.19  0.05
N  -1.62  -1.13  1.04
H  0.30  -1.75  1.89
H  1.27  0.02  -0.01
H  -2.91  0.06  -0.06
H  -2.09  -1.93  1.41
H  3.59  1.66  -2.18
H  2.42  2.56  -1.59
O  3.17  2.01  -1.40

Entry from the OMol25 dataset: an isolated molecule of C3H6N2O (ωB97M-V with the def2-TZVPD basis set).

Properties
SMILES string: O=NC1CNC1
Electronic energy, eV: -8232.43048
HOMO level, eV: -9.10
F_max, Eh/bohr: 0.012
Energy above the lowest of the compared OMol25 structures with the same formula, charge and spin, eV: 4.268

Element x y z (Å)
O  2.70  -0.45  0.28
N  1.80  0.02  -0.36
C  0.56  0.14  0.45
C  -0.50  1.10  -0.13
N  -1.43  -0.03  -0.39
C  -0.43  -1.00  0.09
H  0.84  0.17  1.50
H  -0.17  1.64  -1.02
H  -0.92  1.82  0.58
H  -1.65  -0.14  -1.37
H  -0.06  -1.73  -0.64
H  -0.75  -1.53  0.99

Entry from the OMol25 dataset: an isolated molecule of C3H6N2O (ωB97M-V with the def2-TZVPD basis set).

Properties
SMILES string: [H]/N=C/CNC=O
Electronic energy, eV: -8235.52923
HOMO level, eV: -9.68
F_max, Eh/bohr: 0.008
Energy above the lowest of the compared OMol25 structures with the same formula, charge and spin, eV: 1.169

Element x y z (Å)
O  -2.34  1.35  0.65
C  -1.24  0.89  0.84
N  -0.57  -1.33  -0.80
C  0.64  -1.06  -0.54
C  0.99  0.28  0.09
N  -0.12  1.20  0.10
H  -0.66  -2.27  -1.19
H  1.49  -1.74  -0.72
H  -1.00  0.22  1.69
H  1.34  0.11  1.12
H  1.84  0.73  -0.44
H  -0.36  1.61  -0.80

Entry from the OMol25 dataset: an isolated molecule of C3H6N2O (ωB97M-V with the def2-TZVPD basis set).

Properties
SMILES string: C=NC(=O)NC
Electronic energy, eV: -8234.07343
HOMO level, eV: -8.98
F_max, Eh/bohr: 0.114
Energy above the lowest of the compared OMol25 structures with the same formula, charge and spin, eV: 2.625

Element x y z (Å)
C  2.47  -0.81  -0.13
C  0.57  0.65  -0.09
C  -2.06  0.40  0.17
N  1.50  -0.17  0.34
N  -0.91  -0.25  -0.38
O  0.48  1.83  -0.12
H  3.08  -1.38  0.56
H  2.74  -0.82  -1.19
H  -2.91  0.15  -0.47
H  -2.29  0.10  1.20
H  -1.91  1.48  0.13
H  -0.75  -1.18  -0.01

Entry from the OMol25 dataset: a structure of composition C3H6N2O (ωB97M-V with the def2-TZVPD basis set).

Properties
Electronic energy, eV: -8232.15123
HOMO level, eV: -9.23
F_max, Eh/bohr: 0.007
Energy above the lowest of the compared OMol25 structures with the same formula, charge and spin, eV: 4.548

Element x y z (Å)
O  -0.94  0.06  2.50
C  -0.53  0.11  1.36
N  0.00  -1.02  0.68
C  0.00  -0.74  -0.74
C  0.07  0.78  -0.67
N  -0.47  1.23  0.54
H  -0.34  -1.91  1.01
H  -0.94  -0.99  -1.25
H  0.83  -1.20  -1.28
H  1.47  0.98  -0.68
H  -0.12  1.38  -1.56
H  0.97  1.30  0.08